No. 1
DFT (wB97M-V/def2-TZVPD) results for a molecular structure, C38H60CoN8 at a distorted geometry.

Geometry as XYZ:
```
107
Properties=species:S:1:pos:R:3:forces:R:3
H -1.2568 0.9353 3.7880 0.1 0.0 -0.1
H 2.3231 -2.0323 -2.8426 0.0 -0.2 0.0
N 4.3313 0.8654 -0.3920 -0.2 0.2 0.0
C -3.0758 -2.2288 -0.1452 0.2 0.3 0.1
H -2.0652 0.6637 2.2344 0.0 0.0 -0.1
C 1.4541 3.9958 -3.5762 0.1 -0.1 0.0
H -3.6439 1.1591 -1.2001 -0.1 0.0 0.0
H 3.8329 3.9178 0.3866 0.0 0.0 0.0
C -4.2940 -0.4517 1.0004 0.4 0.1 -0.1
H 0.7056 -0.4671 -2.0592 0.3 0.0 -0.6
C -4.0888 -3.1124 0.1855 0.0 0.0 0.1
C -2.5910 1.0185 -0.9850 -0.4 -0.6 0.3
C 0.6413 3.5200 -2.5551 -0.1 -0.4 0.2
H 0.3033 6.1721 -0.3670 0.0 0.1 0.1
C 1.3018 1.2532 -3.1792 -0.2 0.1 0.3
C 5.3113 -0.1933 -0.4003 0.1 -0.3 0.0
H -0.6114 5.8989 -3.3169 0.0 0.1 -0.1
C -4.6839 1.0330 3.0019 0.1 0.1 -0.2
C 4.9024 2.2008 -0.4474 0.1 0.2 0.1
H -5.6343 0.5983 3.2971 -0.1 -0.1 0.1
H -5.8536 2.6275 1.1435 -0.1 0.1 0.0
C -1.9578 -2.6997 -1.0474 0.1 0.0 0.0
H -6.1444 -1.0582 1.8692 -0.1 0.0 0.1
H 2.7491 3.5373 -5.2128 0.1 0.0 -0.1
H 0.6589 2.8693 0.3803 -0.1 0.0 0.1
C 1.3273 -2.2822 0.7130 0.3 0.1 0.1
H -1.6964 -3.1825 -3.1426 0.1 0.0 -0.1
H -3.3224 -3.4932 -2.5361 -0.1 -0.1 0.0
C -1.2020 0.3976 2.8385 0.1 0.1 -0.1
C 0.1575 -0.7369 -4.1245 0.0 0.0 0.3
C -5.2795 -1.3789 1.3099 0.0 -0.1 0.0
C -0.1062 4.5313 -1.7094 -0.1 0.2 0.0
H 2.6448 1.1136 -4.8319 0.1 -0.1 -0.1
C 0.5298 -4.1822 3.1000 0.2 -0.1 -0.3
H -2.8024 -1.8371 -2.8474 -0.1 0.1 -0.1
H 0.6100 -4.7021 2.1430 0.0 0.0 0.1
H -2.1140 -1.1046 4.9504 0.0 0.0 0.0
H -0.7231 -3.0315 5.1395 0.0 0.0 -0.1
H -1.6648 6.0121 -1.9095 -0.1 0.1 0.0
C 0.5415 2.1236 -2.3703 0.6 0.5 -0.8
H 1.6227 5.0067 -0.4766 0.1 0.0 0.1
H 1.8786 3.5522 1.4675 0.0 0.0 0.0
C 1.1427 -0.2460 -3.0615 -0.1 -0.1 0.1
N 2.6387 2.2186 0.0770 0.2 -0.1 0.2
C 3.6873 3.1191 -0.3435 0.1 0.2 -0.3
N -2.1960 0.0086 -0.2080 1.0 0.8 -0.3
H -1.9784 2.5335 -2.3594 0.0 0.0 0.0
C -2.4773 -2.8093 -2.4840 0.2 0.1 0.1
H -2.0427 -4.8546 -0.7702 -0.1 -0.1 0.0
H -1.1117 -4.0010 0.4611 0.1 -0.1 0.2
C -3.1756 -0.8761 0.2458 -0.8 -0.7 0.3
H -0.4492 -4.2386 -1.1623 0.1 -0.1 -0.1
C 0.8546 5.5226 -1.0432 -0.2 -0.2 0.0
H -3.0164 -1.8036 3.5820 0.1 0.1 0.0
H 3.1712 -1.3941 1.3975 0.0 -0.1 -0.1
C -5.1946 -2.6945 0.9012 0.0 0.0 0.0
H -1.1633 -1.9295 -1.0301 -0.2 -0.3 -0.1
C -0.3428 -1.8895 2.4346 -0.3 -0.1 0.1
C 2.4642 -1.0040 -3.1685 -0.2 0.1 0.2
N 0.2934 -1.5160 1.3715 0.1 0.2 -0.5
H -3.8953 0.4959 3.5202 0.1 -0.1 0.1
H -5.9963 -3.3822 1.1188 -0.1 -0.1 0.1
H 3.2239 -0.5385 -2.5476 0.2 0.0 0.1
C -1.3555 -4.0308 -0.5973 0.0 0.3 0.0
Co -0.0538 0.0183 -0.0837 -0.1 0.3 0.5
H 1.5188 -3.8285 3.4122 -0.1 0.0 0.0
C -2.0194 -1.6710 4.0229 -0.2 -0.2 0.0
H -3.6348 1.5857 1.2101 -0.1 -0.1 0.0
C 2.5559 -1.3862 0.4872 0.1 -0.2 0.1
H 3.1249 -1.8378 -0.3322 -0.1 0.0 0.1
H 1.3427 6.1489 -1.7844 0.1 0.1 -0.1
H 5.9283 -0.1636 0.5071 -0.1 0.0 -0.1
H 0.9549 -2.6106 -0.2638 0.0 -0.1 0.0
H -0.2957 0.6976 2.3030 -0.1 0.0 0.2
H 0.5028 -0.4620 -5.1200 0.1 0.0 0.0
C 2.0954 1.7770 -4.1838 0.1 0.1 0.0
H 1.6520 -3.1601 1.2714 0.0 0.0 -0.2
C -1.1175 5.3215 -2.5477 0.0 -0.2 0.2
C 2.1626 3.1422 -4.3984 0.0 0.0 0.0
H 3.4370 3.5701 -1.3110 0.1 0.0 0.1
C -4.5022 0.9734 1.4792 -0.1 0.1 0.0
H 0.1881 -4.9110 3.8342 0.0 0.0 -0.1
H 4.8665 -1.1751 -0.4907 0.0 0.0 0.0
H -0.6598 4.0112 -0.9211 0.1 0.0 -0.1
H -4.6719 2.0677 3.3360 0.0 0.1 0.1
C 3.0179 0.9139 -0.0106 0.0 0.1 -0.2
C -1.3163 -3.0136 4.2157 -0.1 0.1 0.3
H 1.5183 5.0597 -3.7421 0.0 0.2 0.0
C 1.5715 2.6503 0.9362 -0.3 0.0 0.1
H -4.0335 -4.1358 -0.1467 0.0 -0.2 -0.1
H -2.0175 -3.8500 4.2354 0.1 0.1 0.0
H -0.8248 -0.2970 -3.9696 -0.1 0.0 0.0
H 5.6084 2.3451 0.3821 -0.1 0.0 -0.1
N -0.4493 -3.1173 3.0503 -0.2 0.2 -0.1
H 0.0636 -1.8192 -4.0818 -0.1 -0.1 0.0
N 2.1428 -0.0244 0.2075 -0.6 -0.1 -0.2
H 5.9699 -0.0446 -1.2590 0.0 0.0 0.0
H -5.6434 1.5947 -0.2711 0.0 0.0 -0.1
N -0.3543 1.5408 -1.4745 -0.5 -0.5 0.9
C -5.7333 1.5984 0.8121 0.3 0.0 0.0
H 5.4451 2.3414 -1.3843 0.0 0.0 0.1
C -1.6549 1.7967 -1.6340 0.5 0.3 -0.4
H -6.6337 1.0490 1.0748 -0.1 -0.1 0.0
H 1.3652 1.8653 1.6665 0.0 0.1 0.0
N -1.1282 -1.0081 3.1035 0.1 -0.1 0.1
H -1.8334 4.6657 -3.0363 -0.1 0.0 -0.1
H 2.8213 -1.0302 -4.1945 0.1 0.0 -0.1
```
Positions in Å, forces in eV/Å.

Its charge is +1. As for the maximum force: 1.3 eV Å⁻¹. The calculation puts the total energy at -89923.8742 eV. For the LUMO energy (spin up / spin down), the calculation gives -1.63 / -2.78 eV. Its spin multiplicity is 5. As for the highest occupied orbital energy (spin up / spin down): -0.33138 / -0.38305 Ha. The value obtained for the HOMO-LUMO gap (spin up / spin down) is 7.3895 / 7.6419 eV.

=====

No. 2
DFT (wB97M-V/def2-TZVPD) results for 11 unconnected molecules or ions with the total composition C38H61BCl6N7O8 at a distorted geometry.

Geometry as XYZ:
```
121
Properties=species:S:1:pos:R:3:forces:R:3
H 2.1405 -4.8661 -5.4334 0.3 -0.2 0.1
Cl 5.4039 -0.1242 -4.6851 0.0 0.3 0.1
H 0.0383 3.3480 3.6187 0.1 0.3 -0.1
C 3.8724 0.8617 1.9184 -0.6 0.2 -0.2
C 1.8698 4.3709 4.2571 -0.3 -0.2 -0.4
H -6.8135 0.7704 1.3761 0.2 -0.2 0.1
H 3.3883 -3.5195 -2.1248 -0.2 0.1 -0.2
C -2.6829 -2.6541 -0.2054 0.8 0.6 0.4
C -1.7726 -2.6629 1.0733 -0.6 -1.8 -0.8
H 0.5070 -1.5682 5.3068 0.0 0.1 0.0
H -2.9511 -1.6153 -0.4034 -0.4 -0.1 -0.2
C 3.9294 0.1428 -5.6722 -0.3 -1.0 0.2
C -0.6095 2.2366 -4.7777 -0.4 -0.3 0.9
C -1.7793 -1.2017 6.6577 -0.1 -0.1 0.3
H 0.1979 1.3767 5.1191 0.4 -0.2 -0.4
H -1.5105 1.8894 -5.2799 0.1 0.5 -0.5
O -2.8089 1.9427 0.7849 -0.2 0.1 0.3
H -3.2111 -0.3715 -2.4259 0.0 0.1 0.2
H 1.2305 5.2071 4.5477 -0.1 0.0 -0.1
C 2.5269 -4.6774 -0.6896 0.1 -0.7 -0.4
C -2.0023 -3.1731 -1.3887 0.1 0.0 -0.1
H -7.9753 0.9029 2.6129 -0.2 0.8 0.2
C -5.6723 2.0619 -2.3295 0.2 -0.6 0.1
H -1.1744 -3.9498 4.3181 0.2 0.1 -0.3
C 2.5406 -4.2075 -2.0531 -0.5 1.2 -0.6
H 0.1770 3.7240 -3.5296 -0.3 0.5 0.3
H 2.9410 -0.7582 2.8056 0.0 -0.1 0.0
H 0.5699 -3.9632 4.6533 0.0 0.0 -0.1
H 0.1946 2.8478 5.9545 0.4 0.1 0.3
C -6.5919 2.5698 2.2718 -0.8 0.0 0.5
H 1.4506 2.4230 3.2532 0.4 0.4 -0.1
H 2.4479 4.6838 3.3852 -0.2 -0.1 -0.2
C -0.6379 3.6856 -4.2494 0.8 -1.1 -1.0
H 5.5582 -1.1950 -0.2081 0.0 -0.1 -0.1
H 0.1351 -3.6083 0.2877 -0.6 -0.5 0.3
C -6.9398 1.1562 2.3946 0.7 -0.9 -0.5
N -6.5373 2.6567 -2.7924 -0.1 0.1 0.0
C 3.6163 -1.3866 0.8358 0.0 -0.5 -0.7
H 1.6060 -3.6314 -2.1200 0.3 0.4 0.0
O 0.4040 0.6035 0.8071 -0.2 -0.1 -0.1
H -2.0343 -1.8603 1.7602 0.0 0.3 -0.2
H 3.0593 0.1454 -5.0195 0.2 0.1 0.2
Cl 3.6245 5.2156 -2.7174 -0.2 0.0 -0.1
C 1.1657 -0.3843 -2.2820 0.0 0.4 -0.1
H -4.7509 -1.5463 -3.8981 0.1 0.1 0.0
N 3.8575 1.9983 1.7557 0.2 0.1 -0.1
H 5.4475 3.5977 0.0509 0.0 -0.3 -0.3
H -3.8566 0.7316 -3.6665 0.6 -0.3 0.1
H -6.4849 0.3110 4.3708 -0.2 0.1 0.0
H 4.1328 -1.6744 -1.2017 0.4 -0.3 0.0
H -2.0774 -3.5925 1.5657 0.1 0.1 0.3
H 2.7682 -3.3858 -4.7126 0.3 -0.1 0.4
H 1.7649 2.0368 5.7461 -0.1 -0.3 0.1
H -3.6877 1.8764 -1.7274 -0.3 0.3 0.7
H -4.0365 0.4647 4.3147 -0.1 0.2 0.2
H -4.8256 0.8125 -0.8325 -0.1 0.3 0.1
O -0.8136 0.7210 2.6807 -0.2 0.1 0.3
H -0.5443 1.5571 -3.9253 0.2 0.1 0.1
H 1.6162 -5.7654 -3.1075 0.1 -0.2 -0.2
C 1.0264 3.0920 4.0041 -0.2 -0.7 -0.1
H -5.9866 -0.3669 -3.8589 -0.3 0.4 0.6
C -0.3792 -3.5066 4.9268 -0.7 -0.3 0.5
C 2.4816 -5.1211 -3.2869 0.1 -0.5 1.4
B 0.1025 0.7742 -0.6210 0.5 0.6 -0.4
C 4.4927 -1.0528 -0.3802 -0.5 0.4 0.0
O -1.2302 1.3781 -0.6962 0.0 -0.3 0.0
C 1.7182 1.0617 -2.2120 0.3 -0.2 0.0
H 4.3233 -0.0457 -0.7731 0.1 0.2 0.4
Cl -2.2095 4.0798 -3.5614 -0.1 0.0 0.3
H -0.2462 -1.8085 3.7122 0.3 0.4 0.1
O 2.5877 1.5303 -2.8820 0.3 -0.1 -0.5
C -0.2704 -2.7850 0.8705 0.3 1.2 0.3
H -0.4250 4.3608 -5.0731 -0.1 0.2 0.1
O 1.5259 -1.2451 -3.0206 0.3 -0.4 -0.4
H 3.9778 1.0877 -6.2031 0.2 0.0 0.0
C 2.1819 -4.2805 -4.5125 -0.9 -0.3 -0.5
O 0.2121 -0.4826 -1.3731 -0.3 0.0 0.2
N -6.3205 3.6820 2.2124 0.1 0.1 -0.1
C -0.6685 0.9139 1.5096 -0.2 0.0 -0.1
H 3.8393 -2.0116 -6.1581 0.4 0.0 0.0
H 3.8087 -2.4352 1.0715 -0.2 0.0 0.2
C -4.5736 1.2427 -1.8022 0.8 -0.2 0.0
H -1.5791 -0.2228 4.8708 0.0 0.0 -0.2
C 2.8359 4.1934 5.3220 0.4 -0.2 0.4
C 3.8686 -1.0392 -6.6267 -1.1 1.4 -1.0
C 4.0725 3.9336 -1.5773 -0.4 -0.9 0.4
C -1.7323 1.5061 0.5203 0.3 -0.3 0.0
H -0.6511 -3.8523 5.9297 0.3 0.3 0.2
H -3.5550 -3.2837 -0.0432 -0.2 0.3 0.0
H -5.5112 -1.3902 -2.3721 -0.8 0.2 -0.2
H 0.0722 -2.8022 1.9069 0.7 -0.3 -0.3
C 0.8162 2.2613 5.2655 -0.8 0.7 0.5
Cl 0.8326 1.9246 -5.7774 -0.3 0.2 -0.1
N 3.5951 4.0067 6.1628 0.0 0.1 0.0
Cl 4.9563 5.8273 0.1135 0.0 0.7 0.4
H 4.5539 -0.8687 -7.4497 0.6 -0.7 0.4
H 4.2447 3.0349 -2.1664 0.3 0.1 0.0
H 3.2415 3.6555 -0.9261 -0.2 0.5 -0.2
H -4.6872 2.0515 3.6668 0.5 0.0 0.4
H 3.3554 -5.7760 -3.2593 0.1 0.2 -0.6
O 1.0862 1.6774 -1.2501 -0.4 0.3 0.5
C -1.6379 -1.2608 5.2049 0.5 0.3 0.3
N -1.8849 -1.1302 7.8000 0.0 -0.1 -0.1
C -6.0303 0.3927 3.3859 1.5 -0.1 0.0
N 2.4735 -4.9773 0.4134 0.1 -0.2 0.6
H 6.1233 4.4511 -1.3839 0.1 0.1 0.2
C 5.2524 4.3189 -0.7407 0.5 -0.2 -0.3
H -2.5577 -1.6802 4.7954 0.1 -0.2 -0.2
H -4.0598 0.8119 2.5942 0.1 0.2 0.0
H -5.8299 -0.6111 3.0077 -0.7 -0.2 0.0
Cl 2.2915 -0.8953 -7.5490 0.0 -0.1 0.2
H 1.1474 -3.9531 -4.3717 0.1 0.3 -0.1
C -4.1009 0.1514 -2.7654 -1.4 0.9 -1.9
H 0.1746 -1.9172 0.3750 -0.3 0.1 0.3
H 4.6936 -0.8605 2.6437 -0.1 -0.2 0.0
C -0.3484 -1.9905 4.7834 -0.5 -0.4 -0.6
H 2.5855 -1.3558 0.4747 -0.1 0.1 0.3
N -1.4535 -3.5786 -2.3124 0.0 -0.1 0.0
C -5.2051 -0.7951 -3.2389 1.3 -1.4 0.3
C -4.5897 0.9765 3.5320 -1.2 -0.1 -0.7
C 3.7727 -0.5818 2.1231 0.6 0.2 0.0
```
Positions in Å, forces in eV/Å.

Its charge is -1. As for the maximum force: 2.5 eV Å⁻¹. The calculation puts the total energy at -143024.9769 eV. For the LUMO energy, the calculation gives 1.81 eV. As for the highest occupied orbital energy: -0.31020 Ha. The value obtained for the HOMO-LUMO gap is 10.2555 eV.